1:
Formula: C3H10N3O
Source: OMol25
Level of theory: ωB97M-V with the def2-TZVPD basis set

## Properties
E_LUMO in eV: 4.15
Frontier orbital gap in eV: 7.334
Total charge: -1
Highest occupied orbital energy in eV: -3.19

Last column: Löwdin charge in e.
Element x y z (Å)
C (-2.4049, 0.8644, 1.2531)  -0.25
C (1.9097, -0.7437, 0.0458)  -0.15
C (1.5907, 1.6688, 0.0803)  -0.19
N (-1.7296, 0.7847, -0.0103)  -0.20
N (1.1457, 0.3999, 0.5722)  -0.18
N (-2.4884, 0.6481, -1.0431)  -0.28
O (-1.8216, 0.5463, -2.1051)  -0.28
H (-2.4392, 1.8481, 1.8845)  0.06
H (-3.5400, 0.4952, 1.0456)  0.07
H (-1.9872, 0.1652, 2.0195)  0.03
H (1.4850, -1.1794, -0.8539)  0.06
H (2.8941, -0.3097, -0.3352)  0.07
H (2.2003, -1.4901, 0.7389)  0.03
H (1.2184, 2.4162, 0.6754)  0.03
H (2.7385, 1.7184, 0.0789)  0.09
H (1.3049, 1.9017, -0.9009)  0.05
H (0.1261, 0.4021, 0.4048)  0.04


2:
Formula: C3H10N3O
Source: OMol25
Level of theory: ωB97M-V with the def2-TZVPD basis set

## Properties
E_LUMO in eV: 4.37
Frontier orbital gap in eV: 7.997
Total charge: -1
Highest occupied orbital energy in eV: -3.63

Last column: Löwdin charge in e.
Element x y z (Å)
C (1.6250, -0.5712, -0.7111)  -0.52
O (0.3098, -0.6336, -1.1236)  -0.38
C (2.0919, -1.8841, -0.0783)  -0.14
H (1.7664, 0.2215, 0.0592)  0.08
H (2.2861, -0.2908, -1.5523)  0.08
H (3.0395, -1.7689, 0.4639)  0.05
H (2.1283, -2.6525, -0.8559)  0.05
H (1.3792, -2.2432, 0.6677)  0.05
N (-1.6406, 0.0191, 0.8208)  0.10
C (-1.7188, 1.3403, 0.4690)  -0.68
N (-0.7298, 1.7468, -0.4004)  0.09
N (-2.6654, 2.1590, 0.8065)  0.01
H (-2.4630, -0.3256, 1.2699)  0.07
H (-0.9850, -0.5548, 0.2503)  0.06
H (-0.1818, 0.9358, -0.8395)  0.05
H (-1.0312, 2.5867, -0.8644)  0.06
H (-3.2106, 1.9155, 1.6182)  -0.02


Of the structures shown above, 1 is the least stable.